{
  "formula": "C4H4O5Ru",
  "method": "ωB97M-V with the def2-TZVPD basis set",
  "symbols": ["O", "C", "O", "Ru", "O", "C", "C", "O", "O", "C", "H", "H", "H", "H"],
  "xyz": [[-1.5592, -0.5687, -0.3685], [-1.6378, -1.4641, 2.0449], [-1.1110, -2.4866, 2.0360], [-1.6978, 0.6108, 1.0529], [1.4974, 0.5373, -0.0200], [1.2274, 1.3326, 1.0539], [0.6071, 0.4460, -1.1329], [2.1658, 1.5306, 1.8190], [0.0264, 1.7302, 1.2230], [-0.3065, -0.7753, -1.1767], [1.2576, 0.4483, -2.0183], [0.0001, 1.3632, -1.2003], [-0.0137, -1.8316, -1.0389], [-0.4558, -0.8728, -2.2742]],
  "lowdin_charge": [-0.364, 0.015, 0.165, 1.508, 0.027, -0.687, -0.162, 0.161, -0.105, -0.134, 0.151, 0.135, 0.147, 0.142],
  "total_charge": 1,
  "homo_lumo_gap_ha": [0.3119, 0.2078],
  "s2": 8.769,
  "spin_multiplicity": 6
}